No. 1
ORCA calculation (ωB97M-V with the def2-TZVPD basis set) on a molecular structure, C8H4Cl6O9P2Ti.

Calculated values
- Relative energy (zero: lowest compared OMol25 entry of this formula, charge and spin): 1.759 eV
- Total energy: -5278.28247 Eh
- HOMO-LUMO gap: 5.942 eV
- Highest occupied orbital energy: -1.61 eV
- Maximum force: 0.63 eV Å⁻¹
- Net charge: -2

Last column: natural (NBO) charge in e.
Atoms and positions in Å:
Ti (0.650, 0.090, 0.896)  1.2992
Cl (-2.143, 1.603, 0.208)  0.0327
C (-1.649, 0.460, -1.015)  -0.0224
C (-0.678, -0.464, -0.663)  -0.4259
C (-0.376, -1.489, -1.592)  0.4622
Cl (2.595, -0.659, 0.142)  -0.2775
C (-0.964, -1.413, -2.878)  -0.1515
Cl (-0.504, -2.596, -4.052)  0.0173
C (-1.871, -0.418, -3.214)  -0.0569
Cl (-2.565, -0.366, -4.799)  0.0027
C (-2.243, 0.535, -2.268)  -0.1474
Cl (-3.423, 1.745, -2.642)  -0.0024
O (1.733, 4.182, 1.041)  -1.0240
P (2.245, 2.704, 0.731)  2.5623
O (3.548, 2.719, 0.073)  -1.1007
O (1.078, 1.890, 0.135)  -1.0861
O (2.323, 2.029, 2.243)  -1.0950
P (1.014, 2.090, 3.188)  2.5560
O (1.497, 1.331, 4.512)  -0.9779
O (0.653, 3.502, 3.473)  -1.1576
O (0.010, 1.181, 2.502)  -1.0739
H (1.161, 4.192, 1.840)  0.5273
H (2.000, 1.940, 5.063)  0.4954
Cl (0.335, -1.677, 2.227)  -0.3184
C (-1.489, -3.977, -0.807)  -0.8386
C (-0.135, -3.965, -0.877)  0.7114
O (0.799, -4.709, -0.736)  -0.6659
O (0.443, -2.468, -1.319)  -0.6380
H (-2.094, -3.095, -0.931)  0.1970
H (-1.948, -4.900, -0.482)  0.1966


No. 2
ORCA calculation (ωB97M-V with the def2-TZVPD basis set) on a molecular structure, C8H4CoF5NO2S at a distorted geometry.

Calculated values
- Relative energy (zero: lowest compared OMol25 entry of this formula, charge and spin): 0.000 eV
- Total energy: -2792.47815 Eh
- HOMO-LUMO gap (alpha / beta): 9.103 / 5.360 eV
- 2S+1: 5
- Highest occupied orbital energy (alpha / beta): -13.08 / -13.12 eV
- Maximum force: 1.00 eV Å⁻¹
- Net charge: +1

Last column: natural (NBO) charge in e.
Atoms and positions in Å:
Co (0.916, -0.420, -1.078)  1.4120
N (0.024, -2.268, -1.679)  -0.9147
C (1.063, -2.995, -2.470)  -0.3621
C (2.396, -2.266, -2.500)  0.7583
O (3.339, -2.753, -3.042)  -0.5299
O (2.399, -1.080, -1.886)  -0.8652
H (-0.224, -2.783, -0.841)  0.4042
H (-0.834, -2.148, -2.205)  0.4062
H (0.737, -3.104, -3.501)  0.2447
H (1.244, -3.984, -2.060)  0.2443
F (-1.234, 2.537, 4.411)  -0.2254
C (-1.085, 2.276, 3.141)  0.3838
C (-0.408, 1.100, 2.760)  0.2922
F (0.056, 0.281, 3.678)  -0.2424
C (-0.270, 0.847, 1.433)  0.3314
F (0.355, -0.299, 1.054)  -0.3224
C (-0.756, 1.705, 0.425)  -0.3408
S (-0.540, 1.378, -1.218)  0.1151
C (-1.438, 2.874, 0.851)  0.3937
F (-1.913, 3.709, -0.040)  -0.2424
C (-1.599, 3.154, 2.189)  0.3098
F (-2.227, 4.242, 2.580)  -0.2503


No. 3
ORCA calculation (ωB97M-V with the def2-TZVPD basis set) on 2 unconnected molecules or ions with the total composition C8H4F3NS at a distorted geometry.

Calculated values
- Relative energy (zero: lowest compared OMol25 entry of this formula, charge and spin): 3.006 eV
- SMILES string: FC(F)=C1C=CC=CC1=S.N#CF
- Total energy: -1059.65461 Eh
- HOMO-LUMO gap: 6.976 eV
- Highest occupied orbital energy: -8.14 eV
- Maximum force: 5.05 eV Å⁻¹

Last column: natural (NBO) charge in e.
Atoms and positions in Å:
F (1.318, -2.208, 1.335)  -0.2566
C (1.177, -0.912, 1.340)  0.9471
F (1.267, -0.528, 2.604)  -0.2922
C (0.955, -0.021, 0.347)  -0.3374
C (0.585, 1.299, 0.804)  -0.1258
C (-0.103, 2.151, 0.010)  -0.2296
C (-0.467, 1.754, -1.316)  -0.1583
C (-0.196, 0.503, -1.728)  -0.2370
C (0.614, -0.417, -0.960)  -0.0991
S (0.828, -1.958, -1.551)  -0.1083
H (1.082, 1.522, 1.810)  0.2348
H (-0.362, 3.045, 0.308)  0.2061
H (-1.045, 2.389, -1.975)  0.2215
H (-0.562, 0.192, -2.810)  0.2372
N (-1.445, -1.319, 1.225)  -0.4677
C (-1.712, -2.277, 0.667)  0.6831
F (-1.936, -3.215, -0.111)  -0.2178


No. 4
ORCA calculation (ωB97M-V with the def2-TZVPD basis set) on a molecular structure, C8H4F4 at a distorted geometry.

Calculated values
- Relative energy (zero: lowest compared OMol25 entry of this formula, charge and spin): 1.513 eV
- Total energy: -706.53458 Eh
- HOMO-LUMO gap: 8.091 eV
- Highest occupied orbital energy: -8.45 eV
- Maximum force: 6.92 eV Å⁻¹

Last column: natural (NBO) charge in e.
Atoms and positions in Å:
C (0.374, 0.114, 1.958)  0.2792
C (1.656, 0.110, 1.256)  0.1944
C (-0.820, 0.054, 1.289)  0.3441
C (1.813, 0.004, -0.036)  0.3720
C (-1.022, 0.077, -0.199)  -0.1730
C (0.159, -0.192, -0.957)  0.0169
C (-2.230, 0.167, -0.700)  -0.3274
C (0.457, -0.434, -2.175)  -0.3873
F (0.289, 0.129, 3.328)  -0.2960
F (2.725, 0.385, 2.055)  -0.3147
F (-1.887, 0.269, 1.967)  -0.2900
F (2.875, -0.257, -0.715)  -0.2837
H (-2.472, 0.141, -1.817)  0.2175
H (-2.941, 0.290, 0.053)  0.2177
H (-0.428, -0.470, -2.832)  0.2040
H (1.451, -0.389, -2.476)  0.2264


No. 5
ORCA calculation (ωB97M-V with the def2-TZVPD basis set) on 18 unconnected molecules or ions with the total composition C8H54BO18P at a distorted geometry.

Calculated values
- Total energy: -2057.64952 Eh
- HOMO-LUMO gap: 7.768 eV
- Highest occupied orbital energy: -7.85 eV
- Maximum force: 1.25 eV Å⁻¹

Last column: Mulliken charge in e.
Atoms and positions in Å:
C (-1.027, -1.050, -0.978)  -1.4143
C (-0.605, -1.695, 0.352)  0.0279
P (1.036, -1.060, 0.901)  -0.4971
B (0.617, 0.757, 1.442)  0.4066
C (1.366, 1.981, 0.843)  -0.5206
C (1.123, 3.299, 1.625)  0.0743
C (1.916, 3.399, 2.935)  -0.3320
O (1.062, 3.596, 4.060)  -0.3748
C (0.953, 2.494, 4.938)  -0.6708
C (1.328, -1.823, 2.577)  -0.5410
C (2.804, -1.620, 2.979)  -1.0799
H (-0.170, -1.026, -1.650)  0.4416
H (-1.835, -1.615, -1.434)  0.5566
H (-1.370, -0.029, -0.783)  0.2400
H (-1.393, -1.565, 1.103)  0.2918
H (-0.446, -2.758, 0.184)  0.1732
H (-0.246, 0.904, 2.264)  -0.2289
H (0.981, 2.123, -0.172)  0.0396
H (2.441, 1.785, 0.778)  0.4027
H (0.074, 3.307, 1.927)  -0.0799
H (1.324, 4.169, 1.001)  0.3321
H (2.562, 4.279, 2.886)  -0.0357
H (2.575, 2.537, 3.080)  0.4271
H (0.223, 1.758, 4.581)  0.2076
H (0.612, 2.871, 5.901)  0.2772
H (1.914, 1.992, 5.078)  0.3165
H (0.701, -1.325, 3.324)  0.3542
H (1.074, -2.880, 2.527)  0.4547
H (3.147, -2.409, 3.646)  0.3685
H (2.936, -0.658, 3.481)  0.1986
H (3.433, -1.600, 2.087)  0.3424
O (-3.572, -3.246, -0.068)  -0.6151
H (-3.919, -2.348, -0.120)  0.2951
H (-3.004, -3.246, 0.709)  0.3048
O (-0.040, -2.342, -3.854)  -0.6119
H (-0.975, -2.322, -4.090)  0.3316
H (0.002, -2.952, -3.108)  0.2523
O (0.807, -4.534, -0.586)  -0.5349
H (0.292, -5.271, -0.233)  0.3251
H (1.707, -4.880, -0.594)  0.2308
O (0.309, 6.229, 2.445)  -0.5534
H (-0.540, 6.163, 1.996)  0.3066
H (0.220, 5.666, 3.226)  0.2474
O (-0.937, 3.881, -2.929)  -0.6272
H (-0.518, 4.174, -3.747)  0.3155
H (-1.043, 4.693, -2.420)  0.3055
O (4.055, -5.094, -1.253)  -0.6481
H (4.260, -4.399, -1.886)  0.3347
H (3.710, -5.817, -1.786)  0.3033
O (1.062, 1.339, -3.138)  -0.6450
H (1.847, 1.803, -2.831)  0.2730
H (0.418, 2.040, -3.312)  0.3012
O (-2.612, 2.191, 2.167)  -0.6595
H (-2.901, 1.321, 2.466)  0.3203
H (-1.916, 2.439, 2.784)  0.2670
O (0.571, -7.341, -0.187)  -0.6246
H (-0.117, -7.649, 0.412)  0.3083
H (0.609, -8.014, -0.882)  0.3043
O (3.349, 6.892, 2.311)  -0.6627
H (2.486, 6.815, 1.889)  0.3204
H (3.264, 6.351, 3.101)  0.3269
O (1.871, -9.159, -2.401)  -0.6460
H (2.103, -8.495, -3.058)  0.3147
H (1.457, -9.863, -2.911)  0.3194
O (-2.560, -5.754, -1.473)  -0.6608
H (-1.661, -5.525, -1.223)  0.3058
H (-3.080, -4.968, -1.254)  0.3473
O (0.206, 7.434, -0.345)  -0.6120
H (-0.156, 8.304, -0.538)  0.3003
H (0.658, 7.540, 0.499)  0.3253
O (0.917, -0.184, -5.795)  -0.6504
H (0.821, -1.114, -5.555)  0.3162
H (0.977, 0.282, -4.952)  0.3852
O (-3.375, -0.552, -3.048)  -0.5698
H (-2.657, 0.083, -2.984)  0.2633
H (-4.168, -0.003, -3.004)  0.2878
O (-4.722, 1.933, -3.556)  -0.6237
H (-4.521, 2.512, -2.813)  0.3058
H (-4.446, 2.422, -4.337)  0.3054
O (-4.553, 1.138, 0.065)  -0.5841
H (-3.811, 1.544, 0.526)  0.3431
H (-5.284, 1.748, 0.197)  0.2781